(1)
Below is a cluster of 2 separate species, C9H14O in total at a distorted geometry, with properties calculated with wB97M-V/def2-TZVPD.

Element x y z (Å)
H: 0.529 -2.520 -2.583
H: 1.999 0.202 2.209
H: 2.990 1.451 1.480
H: -1.414 0.119 1.080
C: -1.089 -0.476 0.249
C: -0.392 -1.659 0.436
H: 2.049 1.827 2.951
H: -0.060 1.562 1.628
H: -0.373 -2.021 1.463
H: -1.495 2.056 -1.975
C: 0.124 -2.427 -0.610
H: 0.747 -3.905 0.547
H: 0.991 1.479 0.164
C: -0.561 -0.632 -2.103
C: 2.031 1.281 1.987
C: 0.008 -1.864 -1.899
C: 0.915 1.876 1.167
H: -0.330 -0.104 -3.029
O: 0.716 -3.599 -0.355
C: -1.936 1.372 -1.257
C: -1.174 0.092 -1.076
H: -1.946 1.858 -0.280
H: -2.979 1.092 -1.443
H: 0.650 2.943 1.251

Cartesian forces (eV/Å) of the 3 atoms listed first:
-0.14 0.61 -0.96
-0.51 0.39 -0.33
-0.06 0.04 0.26

As for the SMILES: Cc1ccc(O)cc1.CC. The energy relative to the best compared isomer or geometry (same formula, charge and spin) comes out at 1.0463 eV. Its orbital gap is 8.97 eV. The LUMO energy comes out at 0.796 eV. Its energy is -11606.5905 eV. For the HOMO energy, the calculation gives -8.17 eV.



(2)
Below is a cluster of 2 separate species, C5H10NO in total at a distorted geometry, with properties calculated with wB97M-V/def2-TZVPD.

Element x y z (Å)
H: 0.397 -2.054 -2.550
H: 0.148 0.572 -1.801
C: 0.328 1.688 1.246
N: -1.350 -0.177 -0.119
H: 1.515 1.644 3.154
C: -0.275 -0.324 -1.175
H: -0.860 -2.471 -1.297
H: -1.177 -1.343 -2.688
H: -1.797 0.749 0.048
C: -0.475 -1.638 -1.922
H: -2.011 -1.083 -0.195
H: 1.902 0.290 1.874
O: -0.563 2.256 0.746
H: 2.365 2.080 1.740
C: 1.512 1.427 1.991
H: 0.323 -1.265 0.703
C: 0.018 -0.353 0.244

Cartesian forces (eV/Å) of the 3 atoms listed first:
-0.90 0.96 1.42
-1.62 -1.50 1.23
-2.40 -2.89 -3.28

Its total charge is +1. The energy relative to the best compared isomer or geometry (same formula, charge and spin) comes out at 4.9466 eV. Its orbital gap is 9.12 eV. The LUMO energy comes out at -3.824 eV. Its energy is -8873.6337 eV. For the HOMO energy, the calculation gives -12.94 eV.



(3)
Below is a structure of composition C31H27N6O2S3Sr at a distorted geometry, with properties calculated with wB97M-V/def2-TZVPD.

Element x y z (Å)
C: 0.004 1.546 3.215
S: -1.609 1.136 -3.909
H: 4.158 2.169 2.657
C: 3.630 -0.313 0.428
H: 2.172 -5.894 4.590
H: -5.101 2.865 -0.140
H: -0.424 -5.455 0.272
O: -0.934 -1.526 0.195
C: -1.921 2.708 2.408
H: -2.823 3.277 2.582
H: -1.441 2.501 4.487
N: -3.159 2.580 -2.122
C: 1.047 -5.655 1.840
C: 1.097 -2.558 -2.668
C: 1.448 -2.931 1.522
H: 0.649 1.193 4.007
C: 0.311 -4.959 0.892
C: 0.320 1.275 1.892
H: 2.698 -0.082 -1.486
C: 1.986 -5.007 2.638
H: -1.679 5.320 0.549
C: 2.176 -3.638 2.465
H: 0.889 -6.721 1.959
C: 3.169 2.390 0.777
C: -2.756 5.210 0.499
C: -5.506 4.915 0.365
C: -1.533 2.387 1.108
C: -3.298 3.965 0.192
H: 3.811 -1.371 0.264
H: 3.678 -5.242 3.950
C: 1.068 -3.927 -2.979
H: -4.433 3.247 -4.001
H: 4.560 -0.271 2.372
C: -4.959 6.156 0.666
C: -1.144 2.274 3.470
Sr: -0.248 0.353 -1.483
H: 1.610 -1.868 1.388
H: 2.343 -1.273 -5.377
C: -4.681 3.827 0.122
O: -1.305 -3.609 -1.090
N: 1.577 -1.632 -3.512
C: 2.981 0.415 -0.562
H: -5.606 7.005 0.848
C: 4.050 0.296 1.603
C: 1.971 -2.047 -4.714
H: -3.144 7.267 0.955
H: 1.215 0.713 1.646
C: -2.917 2.097 -3.322
C: -2.379 2.809 -0.036
C: 3.825 1.664 1.756
C: -3.581 6.302 0.729
H: -6.581 4.796 0.310
H: 2.284 -3.623 -6.129
S: -0.371 -2.684 -0.495
C: 1.493 -4.325 -4.231
H: -3.565 2.386 -5.213
H: 1.469 -5.373 -4.504
C: 0.518 -3.598 0.738
N: -0.433 1.667 0.870
C: 2.702 1.788 -0.411
C: 2.762 -5.768 3.680
H: 2.907 -3.116 3.072
C: 1.948 -3.365 -5.134
H: 3.033 -6.762 3.324
H: 2.981 3.448 0.919
N: -2.297 2.181 -1.151
S: 1.777 2.683 -1.582
N: 0.682 -2.043 -1.456
N: -3.856 2.460 -4.254
H: 0.683 -4.639 -2.264

Cartesian forces (eV/Å) of the 3 atoms listed first:
0.07 0.07 -0.05
-0.27 -0.06 -0.12
0.00 -0.01 0.01

Its total charge is -1. The energy relative to the best compared isomer or geometry (same formula, charge and spin) comes out at 0.0000 eV. Its orbital gap is 6.38 eV. The LUMO energy comes out at 2.375 eV. Its energy is -78968.3207 eV. For the HOMO energy, the calculation gives -4.00 eV.



(4)
Below is a cluster of 2 separate species, C5H13NO2 in total at a distorted geometry, with properties calculated with wB97M-V/def2-TZVPD.

Element x y z (Å)
H: -2.324 -0.327 2.546
H: 0.937 -1.765 0.523
C: 0.733 -1.452 -0.505
H: 1.754 1.837 -0.162
H: 2.075 0.473 0.905
C: 1.866 0.751 -0.132
H: 1.570 -1.811 -1.115
C: -1.402 -0.349 1.962
H: -0.646 0.245 2.476
H: -0.566 0.032 -2.307
O: -2.449 -0.242 -0.241
H: -0.155 -1.974 -0.873
H: 2.731 0.460 -0.739
H: -1.041 -1.376 1.884
N: 0.296 0.473 -1.994
C: 0.591 0.062 -0.626
H: -0.179 0.843 -0.012
H: -1.803 2.055 -0.168
O: -1.339 1.701 0.611
C: -1.693 0.175 0.595
H: 1.040 0.190 -2.628

Cartesian forces (eV/Å) of the 3 atoms listed first:
-0.02 0.02 -0.21
-0.07 -0.06 -0.02
-0.48 0.03 0.45

As for the SMILES: CC(=O)O.CC(C)N. The energy relative to the best compared isomer or geometry (same formula, charge and spin) comes out at 2.4657 eV. Its orbital gap is 9.84 eV. The LUMO energy comes out at 0.792 eV. Its energy is -10979.4132 eV. For the HOMO energy, the calculation gives -9.05 eV.



(5)
Below is a structure of composition C4H7NO, with properties calculated with wB97M-V/def2-TZVPD.

Element x y z (Å)
C: 0.627 0.613 -0.871
H: 1.132 0.065 -1.676
H: -1.653 0.411 1.193
H: -1.375 -1.504 0.184
N: -0.889 0.426 -0.836
H: 1.908 -1.127 1.172
O: 1.272 -0.465 1.469
C: 0.401 -0.140 0.445
H: -0.626 1.856 0.802
H: -0.308 -1.551 -1.279
C: -0.799 0.791 0.625
C: -0.598 -0.987 -0.392
H: 0.942 1.661 -0.828

Cartesian forces (eV/Å) of the 3 atoms listed first:
0.26 0.20 -0.22
-0.18 0.16 0.07
0.14 0.12 0.04

The energy relative to the best compared isomer or geometry (same formula, charge and spin) comes out at 3.5518 eV. Its orbital gap is 10.38 eV. The LUMO energy comes out at 0.759 eV. Its energy is -7796.0926 eV. For the HOMO energy, the calculation gives -9.62 eV.